This record from the Open Molecules 2025 dataset describes one molecule with the formula C19H26N2OS in a non-equilibrium geometry. The level of theory is ωB97M-V/def2-TZVPD.

Each line ends with the natural charge from an NBO analysis.
Geometry (Å):
C 4.43 -4.21 -4.82  -0.607
C 3.44 -3.10 -4.49  -0.388
C 2.43 -3.49 -3.41  -0.397
C 1.42 -4.54 -3.88  -0.399
C 0.44 -4.97 -2.79  -0.383
C -0.45 -3.85 -2.24  -0.404
C -1.32 -3.20 -3.31  -0.405
C -2.34 -2.23 -2.71  -0.220
N -1.70 -1.16 -2.00  -0.608
C -1.92 -0.91 -0.69  0.679
O -2.73 -1.51 -0.02  -0.633
C -1.10 0.21 -0.11  -0.307
C -0.07 0.71 -0.92  0.275
N 0.75 1.05 -1.66  -0.330
C -1.42 0.63 1.14  -0.011
C -0.85 1.67 1.95  -0.157
C -1.41 1.90 3.21  -0.142
C -0.93 2.89 4.04  -0.210
C 0.14 3.68 3.63  -0.163
S 0.84 4.97 4.59  0.285
C -0.15 4.99 6.11  -0.744
C 0.71 3.46 2.38  -0.229
C 0.23 2.47 1.55  -0.140
H 3.92 -5.07 -5.25  0.199
H 5.17 -3.86 -5.54  0.209
H 4.95 -4.54 -3.92  0.200
H 2.90 -2.81 -5.40  0.192
H 4.00 -2.23 -4.14  0.201
H 2.97 -3.87 -2.53  0.194
H 1.90 -2.59 -3.10  0.199
H 1.96 -5.43 -4.21  0.202
H 0.88 -4.15 -4.74  0.192
H 1.00 -5.39 -1.96  0.201
H -0.20 -5.76 -3.19  0.197
H -1.11 -4.28 -1.47  0.209
H 0.16 -3.09 -1.76  0.201
H -1.86 -3.97 -3.87  0.209
H -0.70 -2.65 -4.02  0.194
H -2.98 -1.81 -3.50  0.194
H -2.98 -2.75 -1.98  0.232
H -0.99 -0.63 -2.49  0.406
H -2.24 0.09 1.58  0.244
H -2.24 1.29 3.54  0.214
H -1.39 3.03 5.01  0.211
H -1.19 5.21 5.87  0.222
H -0.05 4.05 6.64  0.222
H 0.26 5.80 6.72  0.241
H 1.54 4.08 2.07  0.224
H 0.69 2.32 0.59  0.230

Results
net charge	0
energy above the lowest of the compared OMol25 structures with the same formula, charge and spin	51.20	kJ/mol
frontier orbital gap	0.282	Ha
2S+1	1
SMILES	CCCCCCCCNC(=O)/C(C#N)=C/c1ccc(SC)cc1